# 1
DFT (ωB97M-V/def2-TZVPD) results for a structure of composition C27H49NP2Ti.

ORCA input file:
```
! wB97M-V def2-TZVPD RIJCOSX def2/J DEFGRID3
* xyz 2 1
H 1.1608 2.7550 5.3011
C -3.3124 -2.8642 -2.0646
H -2.5773 1.9055 0.2965
H 1.1169 -1.2545 -4.2387
H -3.8823 -3.7856 -2.2674
C 0.9460 2.9034 3.1724
C 2.5892 5.7235 1.2088
C -1.2918 -1.8409 1.4557
H 4.7216 1.8458 0.0639
C -2.0090 -0.7951 2.2132
C -3.5979 -4.3182 0.4952
H 4.6310 -1.4521 -0.3215
H 3.9866 -0.2209 -1.4011
H 2.6325 3.4284 -0.3198
H 0.7992 -2.1372 1.0017
H 4.1063 -1.0293 2.3308
H 0.0650 -2.5832 -4.7854
H 2.9123 0.2402 2.7493
H 3.4769 5.9115 1.8266
H 1.4372 4.9640 3.5109
H -0.1783 1.7879 4.6393
H -2.9984 -0.6568 -0.5206
H 1.8716 6.5186 1.4370
C 2.2189 1.4078 -2.6304
C -1.9301 1.0150 0.3963
C 1.1001 1.8259 2.2771
H 0.7464 0.8282 2.5692
H -0.3184 3.5579 4.7881
C 1.4563 4.1393 2.7861
H 0.2861 -2.2821 -1.1901
H 2.8750 5.7871 0.1589
H 2.3707 -1.2493 1.9405
C -0.1334 -1.3851 -0.7048
C 1.7640 1.9985 1.0458
C -1.0446 -0.4587 -1.4994
H -1.0783 -2.7245 2.0811
C -2.2252 0.4498 1.7457
H -1.2665 -3.6481 -2.0920
C -4.8082 -1.7894 0.2532
C 3.4244 0.1833 0.6686
H 4.2608 1.8311 1.7781
H -2.2951 -1.3907 -5.0383
Ti 1.7897 -0.1592 -1.3674
H -1.4911 0.1842 -4.7223
H -4.6841 -4.4613 0.5745
C 4.5335 1.1992 0.9286
H 1.6621 1.0861 -3.5303
H -2.0242 -3.4793 -3.6754
C 0.3628 2.7320 4.5444
H -0.5051 0.4430 -1.8981
H -2.5215 -1.1201 3.1189
H -5.2498 -1.2314 -0.5823
H 5.4714 0.6883 1.1891
H -3.1570 -4.3223 1.5024
H -2.8793 1.0931 2.3499
H 3.2384 1.6947 -2.9133
H -2.9622 -0.2819 -3.8027
H -4.5736 -1.0910 1.0651
N 2.1791 0.8699 0.2779
P -0.9926 -1.4470 -3.0621
H 1.7069 2.3026 -2.2204
C -2.2831 0.1304 -0.8211
H -1.9663 -2.2208 0.6029
H -3.1531 -5.1151 -0.1125
P -3.3210 -2.7158 -0.2805
C 0.4596 -2.0601 -3.9004
H -5.5307 -2.5277 0.6222
C 2.0123 4.3751 1.5362
C -2.0425 -0.6462 -4.2694
H -2.8309 0.7434 -1.5557
C 3.7571 -0.7863 -0.4660
H 2.9161 -1.5727 -0.6306
C 0.0209 -1.3821 0.7508
C -1.9169 -2.9975 -2.6944
H -0.8839 1.3773 0.3176
C 2.1457 3.2958 0.6470
H -3.8793 -2.0197 -2.4821
H 0.3912 -0.4138 1.1274
H 1.0045 -2.7893 -3.2853
C 3.1882 -0.5162 2.0004
*
```

The LUMO energy (alpha / beta) is -7.134 / -7.142 eV. As for the highest occupied orbital energy (alpha / beta): -11.760 / -11.759 eV. Its energy is -71956.3471 eV. The value obtained for the gap between HOMO and LUMO (alpha / beta) is 4.63 / 4.62 eV. Its energy above the lowest of the compared OMol25 structures with the same formula, charge and spin is 49.3 kcal per mole.

=====

# 2
DFT (ωB97M-V/def2-TZVPD) results for a structure of composition C20H29BN9O5PdS3.

ORCA input file:
```
! wB97M-V def2-TZVPD RIJCOSX def2/J DEFGRID3
* xyz 1 1
C -3.1279 -5.0258 -2.0978
O -3.0971 -1.8998 0.0853
C 0.6408 -1.6406 2.8819
N -0.5607 -2.1648 3.1673
H 3.7190 -3.1260 3.7282
H -1.1760 -5.9454 -1.8004
Pd -0.2442 -0.0989 -0.4263
H -1.8697 -0.8929 2.1182
C -3.6127 -5.2025 -0.6628
O -2.5945 -0.2596 -1.6531
B 3.1438 -2.2730 3.1098
C -0.8067 -2.6742 -1.6955
C 3.1252 -1.5776 0.6419
H 4.2381 -4.4457 1.4992
C 0.3180 1.2487 -2.8178
H 3.7552 -1.9917 -2.6225
N -0.1110 -3.0597 0.2998
S 0.8125 -0.0493 2.1750
H -3.3590 -4.3280 -0.0593
H -2.1117 -0.9520 3.8860
H -2.6061 -2.3121 2.8409
H -3.3770 -3.6473 -3.7703
N -0.9867 -3.9481 -1.4011
N -0.4190 1.8777 -0.5898
C -0.8674 2.7350 0.3284
H -3.4858 -2.8831 -2.1677
S 2.5328 0.0294 0.8705
H -5.3616 -0.9131 -1.0621
H 3.4234 -1.1409 3.3997
C -1.8677 -1.5313 2.9970
H -0.1241 3.8830 -3.2351
H -4.6979 -5.3053 -0.6469
S -3.1895 -0.5032 -0.3276
C -4.9004 -0.1207 -0.4786
H -0.9134 5.5556 -1.5175
H -5.3394 -0.0745 0.5152
N 3.4170 -2.4758 1.5749
N 3.4719 -2.0539 -0.5679
N -0.2620 -2.1073 -0.6386
O 0.5384 0.0633 -2.2909
H -1.1794 -3.9871 4.0964
C 0.9835 -3.5810 3.8093
H 2.3605 -1.0403 -2.0473
H -3.1812 -6.0897 -0.1961
O -2.6071 0.3916 0.6956
H 4.3836 -3.8824 -1.2089
C 3.9958 -3.3087 -0.3863
H -4.8138 -3.8627 -2.7765
H -1.0792 -2.1664 -2.6054
H -1.2824 -4.8900 -3.2200
H -3.4260 -5.8982 -2.6880
N -0.5554 -4.1679 -0.1474
H 1.5552 -4.4083 4.1892
H 4.0171 -0.4449 -1.8097
O 0.5107 1.5380 -3.9702
C -3.7271 -3.7792 -2.7438
H -4.9939 0.8352 -0.9882
C -1.6054 -5.0235 -2.1878
C 3.3881 -1.3318 -1.8421
C -0.7737 4.5145 -1.2588
C 3.9357 -3.5753 0.9453
C -0.1660 2.2918 -1.8415
C -1.0434 4.0713 0.0278
H -1.4013 4.7449 0.7928
C -0.3350 3.6092 -2.2111
H -1.1161 2.3238 1.2955
C -0.3568 -3.3820 3.7599
N 1.5983 -2.4772 3.2803
*
```

The LUMO energy (alpha / beta) is -3.951 / -3.951 eV. As for the highest occupied orbital energy (alpha / beta): -11.458 / -11.459 eV. Its energy is -81517.0007 eV. The value obtained for the gap between HOMO and LUMO (alpha / beta) is 7.51 / 7.51 eV.

=====

# 3
DFT (ωB97M-V/def2-TZVPD) results for the molecule CH5N2OPS.

ORCA input file:
```
! wB97M-V def2-TZVPD RIJCOSX def2/J DEFGRID3
* xyz 0 1
S 1.4965 -1.6738 -0.0846
N 0.1840 -0.1512 -0.4521
N -0.3475 -0.1468 1.8063
H -0.8363 0.2660 2.5795
C -0.5650 0.3531 0.5793
H -1.5041 0.4481 -1.9085
H 0.2605 1.4148 -2.1500
H 2.5153 -0.9557 -0.5362
O -1.3568 1.2372 0.3115
H 0.3279 -0.8747 1.9579
P -0.1746 0.0830 -2.1030
*
```

The LUMO energy is -0.637 eV. As for the highest occupied orbital energy: -9.524 eV. Its energy is -26268.8748 eV. The SMILES is NC(=O)N(P)S. The value obtained for the gap between HOMO and LUMO is 8.89 eV. Its energy above the lowest of the compared OMol25 structures with the same formula, charge and spin is 20.2 kcal per mole.

=====

# 4
DFT (ωB97M-V/def2-TZVPD) results for the molecule C13H17NSe.

ORCA input file:
```
! wB97M-V def2-TZVPD RIJCOSX def2/J DEFGRID3
* xyz 0 1
C -1.9724 -0.5754 -0.1745
H 0.9323 -1.2090 1.0897
H -1.6403 0.0538 1.7534
C -2.6335 -0.3587 -1.3809
H -4.0122 0.9087 -2.3695
N 0.8837 0.7440 -0.2622
C 0.5990 -0.3378 -0.7731
H 0.2515 2.6444 1.0307
H 3.3072 -1.5408 0.3742
H 0.5630 -0.6479 -1.8251
C 0.2628 2.9149 -0.0159
H -0.8022 4.9268 0.0946
C -3.4151 1.7735 -0.5430
H -2.7341 2.3582 1.3071
H 1.8728 2.1802 -1.2960
C 1.6976 -2.5994 -0.4372
H -2.4066 -1.1898 -2.0277
C -2.6789 1.5837 0.5852
H -3.9850 2.6884 -0.5735
Se -1.1002 -2.4113 0.0215
C -3.3180 0.7973 -1.5440
H 2.9552 -1.1355 -1.2370
C 3.0350 -1.9895 -0.5990
H 1.2560 -2.9275 -1.4146
C 0.6797 -1.5824 0.0859
C -0.2975 4.1009 -0.4744
H 3.8185 -2.6913 -0.8115
H -0.2669 4.2882 -1.6097
C -2.1193 0.3601 0.8885
H 1.6147 -3.3657 0.3606
H 0.2587 1.9004 -1.9022
C 0.8740 1.9380 -0.9731
*
```

The LUMO energy is 0.779 eV. As for the highest occupied orbital energy: -8.573 eV. Its energy is -80589.9903 eV. The SMILES is C=CC/N=C/[C@H](CC)[Se]c1ccccc1. The value obtained for the gap between HOMO and LUMO is 9.35 eV. Its energy above the lowest of the compared OMol25 structures with the same formula, charge and spin is 23.9 kcal per mole.

=====

What is the formula in the second record?
C20H29BN9O5PdS3

=====

The highest energy belongs to which entry?
CH5N2OPS

=====

What did the third record say?
DFT (ωB97M-V/def2-TZVPD) results for the molecule CH5N2OPS.

ORCA input file:
```
! wB97M-V def2-TZVPD RIJCOSX def2/J DEFGRID3
* xyz 0 1
S 1.4965 -1.6738 -0.0846
N 0.1840 -0.1512 -0.4521
N -0.3475 -0.1468 1.8063
H -0.8363 0.2660 2.5795
C -0.5650 0.3531 0.5793
H -1.5041 0.4481 -1.9085
H 0.2605 1.4148 -2.1500
H 2.5153 -0.9557 -0.5362
O -1.3568 1.2372 0.3115
H 0.3279 -0.8747 1.9579
P -0.1746 0.0830 -2.1030
*
```

The LUMO energy is -0.637 eV. As for the highest occupied orbital energy: -9.524 eV. Its energy is -26268.8748 eV. The SMILES is NC(=O)N(P)S. The value obtained for the gap between HOMO and LUMO is 8.89 eV. Its energy above the lowest of the compared OMol25 structures with the same formula, charge and spin is 20.2 kcal per mole.